No. 1
The following is a quantum chemistry calculation of a 2-piece molecular cluster, C7H15O5S2 overall, from the Open Molecules 2025 dataset.

ΔE to the lowest compared entry with this formula, charge and spin (eV): 0.0000
Orbital gap (eV): 7.10
F_max (eV/Å): 0.8
HOMO (eV): -4.522
Charge: -1

```
29
Properties=species:S:1:pos:R:3:nbo_charge:R:1
C -0.369 4.283 -1.109 -0.62
C -0.878 3.224 -0.113 -0.54
S 0.426 2.117 0.465 0.13
C 0.641 2.497 2.227 -0.63
C -0.508 3.370 2.783 0.74
O -0.222 4.560 2.998 -0.76
O -1.604 2.770 2.928 -0.79
H 0.657 4.530 -0.856 0.21
H -0.960 5.191 -1.017 0.20
H -0.410 3.910 -2.128 0.19
H -1.344 3.722 0.731 0.26
H -1.639 2.599 -0.571 0.20
H 0.672 1.544 2.746 0.21
H 1.592 3.006 2.352 0.21
O -0.380 -1.675 -2.024 -0.95
S 0.067 -2.014 -0.707 2.38
O 1.423 -1.771 -0.330 -0.93
O -0.250 -3.569 -0.472 -0.73
C 0.220 -4.491 -1.469 -0.08
C 1.710 -4.760 -1.370 -0.64
C -1.021 -1.359 0.503 -0.90
H -0.055 -4.121 -2.458 0.20
H -0.344 -5.405 -1.287 0.18
H 2.291 -3.872 -1.608 0.23
H 1.988 -5.552 -2.068 0.21
H 1.975 -5.071 -0.360 0.21
H -2.043 -1.588 0.214 0.24
H -0.859 -0.279 0.534 0.30
H -0.776 -1.797 1.466 0.25
```

---

No. 2
The following is a quantum chemistry calculation of a 2-piece molecular cluster, C7H16 overall, from the Open Molecules 2025 dataset.

ΔE to the lowest compared entry with this formula, charge and spin (eV): 1.0859
Orbital gap (eV): 10.21
F_max (eV/Å): 1.6
HOMO (eV): -9.206
SMILES string: C=C(C)CC.CC
Charge: 0

```
23
Properties=species:S:1:pos:R:3:nbo_charge:R:1
C 0.542 0.804 -2.343 -0.61
C -0.357 1.015 1.378 -0.66
C 1.551 1.839 -1.905 -0.61
C 0.002 -0.331 0.809 0.04
C 1.256 -0.807 0.876 -0.43
H 0.981 0.120 -3.075 0.20
H -0.333 1.277 -2.797 0.20
H -1.226 1.436 0.864 0.21
H -0.595 0.940 2.443 0.22
H 0.469 1.722 1.252 0.22
H 1.104 2.537 -1.191 0.20
H 2.410 1.359 -1.425 0.20
H 1.915 2.416 -2.761 0.20
H 1.505 -1.805 0.527 0.20
H 2.075 -0.187 1.227 0.20
C -1.736 -2.013 1.642 -0.60
C -1.205 -1.257 0.439 -0.44
H -2.023 -1.334 2.451 0.20
H -0.977 -2.699 2.034 0.21
H -2.616 -2.601 1.363 0.21
H -0.893 -1.973 -0.331 0.21
H -1.999 -0.642 0.000 0.20
H 0.151 0.186 -1.478 0.21
```

---

No. 3
The following is a quantum chemistry calculation of C7H16AuClGeNO4 as an isolated structure, from the Open Molecules 2025 dataset.

Orbital gap (eV): 6.73
F_max (eV/Å): 2.6
HOMO (eV): -13.395
Charge: +1

```
31
Properties=species:S:1:pos:R:3:nbo_charge:R:1
Au 1.017 -1.465 0.903 1.11
O 4.190 -2.529 2.999 -0.73
Cl 3.361 -1.502 2.599 2.58
O 3.801 -0.224 2.934 -0.78
O 3.169 -1.547 1.119 -0.87
O 1.999 -1.710 3.068 -0.91
C -4.291 -1.330 0.148 -0.58
C -3.398 -1.701 1.342 -0.56
C -2.026 -1.780 0.995 0.58
N -0.923 -1.852 0.672 -0.53
H -5.324 -1.299 0.483 0.25
H -4.206 -2.068 -0.645 0.23
H -4.032 -0.356 -0.259 0.22
H -3.704 -2.671 1.748 0.29
H -3.495 -0.954 2.137 0.29
C 1.008 3.251 -1.078 -0.97
Ge 0.871 1.189 -1.190 1.47
C -0.972 0.700 -1.756 -1.07
C 2.303 0.662 -2.474 -1.04
C 1.196 0.768 0.716 -0.62
H 0.786 3.628 -2.072 0.25
H 2.003 3.541 -0.764 0.24
H 0.262 3.575 -0.360 0.23
H -1.215 1.206 -2.689 0.26
H -1.682 1.017 -0.996 0.23
H -1.079 -0.370 -1.914 0.23
H 2.109 1.057 -3.468 0.26
H 2.334 -0.424 -2.523 0.24
H 3.260 1.031 -2.118 0.25
H 0.470 1.139 1.425 0.22
H 2.206 1.016 1.015 0.24
```

---

No. 4
The following is a quantum chemistry calculation of a 2-piece molecular cluster, C7H16BBrO4P overall, from the Open Molecules 2025 dataset.

Orbital gap (eV): 6.67
F_max (eV/Å): 2.0
HOMO (eV): -3.527
Charge: -1

```
30
Properties=species:S:1:pos:R:3:nbo_charge:R:1
C 0.631 -2.389 0.059 -0.44
C 0.519 -1.301 0.866 -0.41
B -0.781 -0.327 0.768 0.59
O -1.250 0.058 -0.608 -0.73
C -2.548 -0.421 -0.767 -0.06
C -3.063 -0.629 0.676 -0.27
P -4.432 -1.865 0.862 0.99
O -3.858 -3.124 -0.029 -0.99
Br -4.077 -2.610 2.930 -0.26
O -1.918 -1.160 1.305 -0.74
H 0.714 -2.311 -1.023 0.17
H 0.669 -3.400 0.470 0.16
H 1.273 -1.082 1.626 0.20
H -0.727 0.691 1.495 -0.16
H -3.161 0.286 -1.334 0.16
H -2.470 -1.412 -1.240 0.13
H -3.267 0.340 1.157 0.19
H -3.709 -2.817 -0.936 0.49
C 3.443 1.542 -1.464 -0.62
C 2.433 1.476 -0.328 0.08
C 1.623 2.756 -0.210 -0.63
O 3.110 1.207 0.903 -0.71
H 4.161 2.352 -1.291 0.18
H 4.004 0.609 -1.525 0.21
H 2.950 1.717 -2.422 0.21
H 1.751 0.639 -0.485 0.22
H 2.284 3.606 0.000 0.17
H 0.911 2.668 0.610 0.24
H 1.072 2.962 -1.129 0.21
H 3.713 1.941 1.065 0.44
```